55
Properties=species:S:1:pos:R:3:lowdin_charge:R:1 method="wB97M-V/def2-TZVPD" fmax_ev_per_a=0.218 s2=0.76 homo_energy_ev="-11.02 / -11.25" multiplicity=2 charge=+1 homo_lumo_gap_ev="6.72 / 6.76" de_lowest_kj_mol=0.00
Re -0.66 0.15 0.10 1.539
Br 3.74 0.02 6.04 0.789
C 2.37 -0.02 4.75 -0.684
C 1.04 -0.25 5.15 -0.077
C 0.03 -0.27 4.22 0.019
C 0.30 -0.07 2.86 -0.290
O -0.75 -0.09 2.04 -0.235
C 1.64 0.15 2.45 -0.126
C 2.08 0.33 1.11 -0.020
N 1.35 0.30 0.03 -0.050
C 1.91 0.46 -1.27 -0.152
C 3.24 0.53 -1.58 0.019
C 3.66 0.70 -2.91 -0.036
C 2.76 0.79 -3.93 -0.003
C 1.37 0.70 -3.65 -0.131
C 0.38 0.77 -4.65 0.033
C -0.94 0.66 -4.31 -0.010
C -1.28 0.48 -2.96 -0.069
N -0.38 0.43 -2.01 -0.043
C 0.95 0.53 -2.32 -0.130
C 2.65 0.18 3.43 -0.066
H 0.82 -0.40 6.20 0.115
H -0.99 -0.44 4.51 0.131
H 3.15 0.49 0.99 0.132
H 4.00 0.45 -0.81 0.116
H 4.72 0.75 -3.12 0.120
H 3.08 0.92 -4.95 0.127
H 0.67 0.90 -5.69 0.133
H -1.72 0.70 -5.05 0.121
H -2.31 0.38 -2.65 0.118
H 3.68 0.35 3.12 0.115
Cl -5.72 5.14 0.85 0.724
C -4.27 4.23 0.65 -0.658
C -4.35 2.85 0.56 -0.107
C -3.17 2.15 0.40 -0.502
Cl -3.20 0.40 0.28 0.831
C -1.92 2.76 0.33 -0.402
O -0.79 2.06 0.17 -0.275
C -1.89 4.16 0.42 -0.581
Cl -0.37 4.96 0.33 0.755
C -3.05 4.88 0.58 -0.104
H -5.30 2.34 0.62 0.119
H -3.01 5.96 0.65 0.117
F 0.20 -7.03 0.14 0.149
C -0.04 -5.73 0.04 -0.132
C 0.83 -4.82 0.60 -0.135
F 1.91 -5.24 1.25 0.143
C 0.58 -3.46 0.48 -0.126
F 1.43 -2.59 1.02 0.117
C -0.54 -2.99 -0.19 -0.204
O -0.82 -1.69 -0.31 -0.236
C -1.41 -3.93 -0.75 -0.135
F -2.49 -3.50 -1.40 0.127
C -1.17 -5.29 -0.64 -0.134
F -2.01 -6.16 -1.18 0.147